[1]
This record from the Open Molecules 2025 dataset describes a cluster of 2 separate species, C6H15NO2 in total. The level of theory is the ωB97M-V functional and the def2-TZVPD basis.

Its SMILES is CCC(=O)N(C)CC.O. The value obtained for the calculated total energy is -12050.2482 eV. The calculation puts the relative energy (zero: lowest compared OMol25 entry of this formula, charge and spin) at 26.8 kcal/mol. The LUMO energy comes out at 0.76 eV. As for the spin multiplicity: 1. The HOMO-LUMO gap is 10.0 eV. Its HOMO energy is -9.27 eV.

Each line ends with the natural charge from an NBO analysis.
CARTESIAN COORDINATES (ANGSTROEM)
O -0.1129 1.8749 0.3172  -0.629
C 0.1838 0.9647 -0.4169  0.684
N 0.5631 -0.2609 0.0475  -0.452
C 0.6881 -0.4919 1.4627  -0.408
C -0.5909 2.5818 -2.2967  -0.600
C -0.1281 -2.5279 -0.6587  -0.621
C 0.1843 1.2875 -1.9191  -0.494
C 0.9358 -1.4388 -0.7481  -0.209
H 1.3173 0.2928 1.9155  0.214
H 1.1811 -1.4673 1.6109  0.200
H -0.2845 -0.5066 1.9827  0.200
H -0.7076 2.5510 -3.3930  0.202
H 0.0917 3.4089 -2.0386  0.213
H -1.5760 2.7843 -1.8436  0.229
H 0.0579 -3.3129 -1.4110  0.215
H -1.1365 -2.1131 -0.8251  0.214
H -0.0975 -2.9870 0.3437  0.205
H 1.1840 1.1577 -2.3767  0.226
H -0.4805 0.5066 -2.3359  0.205
H 0.9827 -1.1799 -1.8234  0.209
H 1.9164 -1.8651 -0.4615  0.195
O -1.6553 -0.0502 4.9059  -0.942
H -1.4845 0.4722 5.7221  0.471
H -1.0321 0.3192 4.2400  0.472



[2]
This record from the Open Molecules 2025 dataset describes a structure of composition C43H44CaClI2N7OP. The level of theory is the ωB97M-V functional and the def2-TZVPD basis.

The value obtained for the calculated total energy is -114228.7146 eV. The calculation puts the relative energy (zero: lowest compared OMol25 entry of this formula, charge and spin) at 135.4 kcal/mol. Its net charge is +1. The LUMO energy (alpha / beta) comes out at -2.01 / -2.39 eV. As for the spin multiplicity: 1. The HOMO-LUMO gap (alpha / beta) is 8.0 / 5.0 eV. Its HOMO energy (alpha / beta) is -10.02 / -7.39 eV.

Each line ends with the Mulliken charge.
CARTESIAN COORDINATES (ANGSTROEM)
Ca -0.0390 0.0508 0.1011  0.401
I -0.6452 0.1364 2.8980  -0.345
C 2.7976 0.0083 3.7340  0.032
C 2.4660 0.0113 5.0443  -0.858
C 3.5097 0.0072 6.0013  -0.625
C 4.8200 0.0031 5.6091  -0.926
C 5.1716 0.0018 4.2436  0.772
C 6.4910 0.0030 3.7521  -0.844
C 6.7467 -0.0048 2.4066  -0.982
C 5.7042 -0.0115 1.4673  -0.296
C 4.4067 -0.0045 1.9105  1.110
P 2.8818 0.0164 0.8780  -0.569
C 3.2466 -1.4870 -0.1044  1.627
C 2.7929 -2.6210 0.5757  -1.016
C 2.9979 -3.8847 0.0648  -0.682
C 3.6773 -4.0450 -1.1330  -0.810
C 4.1163 -2.9295 -1.8228  -0.715
C 3.8950 -1.6566 -1.3203  -0.306
C 3.2354 1.5648 -0.0437  1.456
C 4.0569 1.8061 -1.1397  -0.215
C 4.1805 3.0883 -1.6530  -0.878
C 3.5058 4.1450 -1.0671  -0.691
C 2.7102 3.9241 0.0470  -0.633
C 2.5757 2.6454 0.5491  -0.608
C 4.1150 0.0018 3.2878  0.605
H 1.4396 0.0169 5.3779  0.335
H 3.2523 0.0102 7.0527  0.396
H 5.6094 0.0010 6.3469  0.413
H 7.3047 0.0089 4.4632  0.429
H 7.7677 -0.0052 2.0570  0.447
H 5.9441 -0.0212 0.4142  0.400
H 2.3048 -2.4854 1.5358  0.386
H 2.6489 -4.7487 0.6087  0.524
H 3.8858 -5.0324 -1.5163  0.461
H 4.6559 -3.0461 -2.7514  0.477
H 4.2593 -0.8146 -1.8884  0.069
H 4.6306 1.0169 -1.5993  0.237
H 4.8227 3.2633 -2.5052  0.473
H 3.6213 5.1428 -1.4626  0.452
H 2.2084 4.7502 0.5282  0.484
H 1.9887 2.4648 1.4448  0.322
C 0.0585 3.8120 -3.9351  -0.966
N -0.7993 3.7957 -2.7699  0.264
C -1.5515 5.0234 -2.5382  -0.722
C -1.9978 4.9154 -1.0823  -0.671
N -1.2507 3.7705 -0.6066  0.221
C -1.4017 3.3195 0.7514  -0.679
C -0.6232 3.1181 -1.5977  -0.642
N 0.0467 2.0189 -1.3469  0.993
C 0.5539 1.1885 -2.3380  -0.436
C 0.4135 -1.3975 -2.5858  -0.753
N 0.1736 -2.2273 -1.4947  1.063
C -0.2257 -3.4659 -1.5842  -0.452
N -0.5801 -4.1314 -0.4700  0.407
C -0.7385 -3.5827 0.8429  -0.640
C -0.8888 -5.5188 -0.7177  -0.620
C -0.7747 -5.6266 -2.2392  -0.770
N -0.2815 -4.3199 -2.6456  0.158
C -0.0646 -4.1234 -4.0563  -0.911
H 0.0080 4.8088 -4.3709  0.508
H -0.2819 3.1073 -4.6970  0.107
H 1.0985 3.6148 -3.6709  0.396
H -2.3851 5.0856 -3.2423  0.337
H -0.8948 5.8873 -2.6929  0.492
H -3.0754 4.7365 -0.9894  0.337
H -1.7379 5.8032 -0.4971  0.379
H -1.6864 4.1742 1.3641  0.372
H -0.4504 2.9288 1.1139  0.107
H -2.1687 2.5420 0.8409  0.184
H 1.5849 0.8889 -2.1141  -0.734
H 0.4777 1.5354 -3.3704  0.191
H 1.4822 -1.1701 -2.7202  -0.219
H -0.0171 -1.7303 -3.5356  0.001
H -0.3427 -2.5680 0.8536  -0.004
H -0.1893 -4.1920 1.5616  0.345
H -1.7962 -3.5705 1.1254  0.320
H -1.8922 -5.7579 -0.3517  0.340
H -0.1709 -6.1645 -0.1978  0.326
H -1.7411 -5.8338 -2.7146  0.379
H -0.0660 -6.4016 -2.5472  0.414
H 0.0777 -5.1065 -4.5072  0.353
H 0.8340 -3.5385 -4.2512  0.408
H -0.9232 -3.6558 -4.5537  0.232
Cl -5.8332 0.4084 -4.1646  -0.261
C -4.2134 0.2726 -3.5891  0.489
C -3.1856 0.3079 -4.5134  -0.332
C -1.8735 0.1814 -4.1055  -0.207
I -0.4020 0.1198 -5.6400  0.035
C -1.5714 0.0393 -2.7357  -0.015
O -0.2445 -0.0889 -2.2395  1.628
C -2.6032 -0.0135 -1.7731  -0.438
N -2.2836 -0.1803 -0.4759  0.559
C -3.2905 -0.2634 0.4168  -0.600
C -4.6225 -0.1724 0.0859  -1.166
C -4.9759 0.0171 -1.2462  -1.426
C -3.9633 0.0979 -2.2073  0.250
H -3.4203 0.4322 -5.5561  0.524
H -2.9966 -0.3994 1.4471  0.235
H -5.3770 -0.2449 0.8522  0.496
H -6.0070 0.1001 -1.5453  0.508